(1)
{"formula": "C7H14N", "method": "the ωB97M-V functional and the def2-TZVPD basis", "e_lumo_ev": -6.94, "e_above_lowest_kcal_mol": 265.19, "total_charge": 1, "homo_lumo_gap_ev": 5.1153, "total_energy_ev": -8957.5782, "species": ["C", "C", "C", "C", "C", "C", "C", "N", "H", "H", "H", "H", "H", "H", "H", "H", "H", "H", "H", "H", "H", "H"], "positions_angstrom": [[1.02572, 0.43393, -1.00644], [-0.10265, -0.53418, -0.83545], [-0.58143, -0.40318, 0.56546], [0.46288, -0.74206, 1.52926], [1.75519, -1.31906, 1.05124], [-2.35266, 0.24335, 2.17523], [-1.90130, -0.09278, 0.91054], [0.28137, 1.79634, -3.03258], [0.98165, 1.24149, -0.26912], [2.04349, 0.01713, -0.97836], [-1.12007, -0.18889, -1.22070], [0.17458, -1.59035, -0.86020], [0.03103, -0.85009, 2.54630], [1.93553, -2.40754, 0.95470], [1.30699, -0.13105, 1.19142], [2.75422, -0.87451, 1.02020], [-3.40330, 0.51284, 2.21922], [-1.79887, -0.02118, 3.06798], [-2.63809, -0.02735, 0.10764], [0.70545, 1.07204, -2.03869], [-0.15743, 2.66228, -3.31770], [0.59771, 1.20281, -3.77994]], "atomic_forces_ev_per_a": [[1.1696, -1.8830, 3.2843], [-2.9058, 1.3519, 0.5846], [3.3246, -1.8937, 2.2948], [-3.2259, -0.1345, 0.1069], [1.7662, -3.0571, -1.6553], [0.2137, -1.7963, -2.1293], [-1.8406, 1.2418, 1.6368], [0.5316, -2.7989, 0.5671], [-0.1425, 0.3631, -0.5849], [-0.2103, 0.0390, -1.1172], [1.8204, -0.7340, -1.5233], [-0.2304, 0.0850, -1.0051], [1.1672, -0.2517, -0.4096], [-0.6805, 0.2765, 0.3703], [-0.2220, 3.8708, 0.7220], [-0.4979, 0.6185, 0.4189], [0.2066, 0.1788, 0.4573], [0.0576, 0.7684, 0.0892], [0.3482, 0.2277, 0.0433], [-1.1366, 3.1191, -3.0915], [0.3429, 0.2927, 1.1811], [0.1439, 0.1159, -0.2403]]}

(2)
{"formula": "C38H46F12N2O14", "method": "the ωB97M-V functional and the def2-TZVPD basis", "e_lumo_ev": 0.04, "smiles": "CCCCCCCCCc1nc2ccc(CCOCC(F)(F)C(F)(F)C(F)(F)C(F)F)cc2nc1CCO.O=C1OC[C@@H](F)O1.O=C1OC[C@@H](F)O1.O=C1OC[C@@H](F)O1.O=C1OC[C@@H](F)O1", "total_charge": 0, "homo_lumo_gap_ev": 8.6404, "total_energy_ev": -104406.8864, "species": ["C", "C", "C", "C", "C", "C", "C", "C", "C", "C", "N", "C", "C", "C", "C", "C", "C", "O", "C", "C", "F", "F", "C", "F", "F", "C", "F", "F", "C", "F", "F", "C", "C", "N", "C", "C", "C", "O", "H", "H", "H", "H", "H", "H", "H", "H", "H", "H", "H", "H", "H", "H", "H", "H", "H", "H", "H", "H", "H", "H", "H", "H", "H", "H", "H", "H", "H", "H", "H", "H", "H", "H", "O", "C", "O", "C", "C", "F", "O", "H", "H", "H", "O", "C", "O", "C", "C", "F", "O", "H", "H", "H", "O", "C", "O", "C", "C", "F", "O", "H", "H", "H", "O", "C", "O", "C", "C", "F", "O", "H", "H", "H"], "positions_angstrom": [[10.11762, -1.39923, 0.46785], [9.45308, -2.46986, -0.45172], [8.05447, -1.96849, -0.88102], [8.18434, -0.83595, -1.94918], [7.65790, 0.53334, -1.46675], [6.27940, 0.94754, -2.09763], [5.27363, 1.16306, -0.96241], [3.91382, 1.72355, -1.42671], [3.14084, 2.40820, -0.27339], [1.63571, 2.21481, -0.40775], [1.04014, 2.95831, -1.31571], [-0.30038, 2.72020, -1.36386], [-1.07810, 3.44066, -2.32459], [-2.42989, 3.26063, -2.46949], [-3.12387, 2.33906, -1.62044], [-4.62200, 2.12473, -1.78247], [-5.36800, 1.91232, -0.45186], [-6.55650, 1.14895, -0.68139], [-6.59264, -0.06939, -0.00375], [-6.21039, -1.25996, -0.93712], [-6.32148, -0.84492, -2.19892], [-4.96812, -1.71374, -0.70162], [-7.19294, -2.44990, -0.76382], [-7.47723, -2.67884, 0.51730], [-8.34771, -2.03201, -1.33123], [-6.77214, -3.75133, -1.50998], [-5.98752, -3.50133, -2.54518], [-7.89529, -4.31984, -2.00426], [-6.11389, -4.82856, -0.60441], [-5.39544, -4.29205, 0.38054], [-5.26387, -5.53203, -1.37885], [-2.38883, 1.64104, -0.69321], [-0.98236, 1.80707, -0.54218], [-0.32647, 1.05008, 0.37759], [0.96895, 1.26040, 0.44886], [1.72064, 0.41208, 1.46542], [1.19506, -1.03680, 1.30676], [1.30127, -1.46857, -0.04501], [9.33339, -0.81993, 0.95848], [10.75418, -1.85132, 1.22945], [10.68774, -0.73276, -0.18820], [10.07683, -2.60940, -1.33947], [9.39972, -3.43089, 0.06634], [7.49945, -2.82236, -1.28308], [7.53820, -1.61831, 0.01601], [7.67620, -1.16799, -2.85865], [9.24825, -0.78546, -2.20011], [8.39846, 1.31670, -1.65287], [7.54691, 0.47725, -0.37959], [5.98910, 0.11951, -2.74655], [6.46228, 1.85838, -2.66933], [5.69792, 1.86161, -0.23488], [5.07414, 0.20042, -0.47625], [4.12912, 2.49787, -2.17293], [3.31452, 0.98167, -1.96148], [3.28680, 3.48772, -0.38479], [3.50933, 2.15767, 0.71880], [-0.56286, 4.13172, -2.98203], [-2.92321, 3.83507, -3.24421], [-4.75498, 1.23370, -2.40418], [-5.04620, 2.97527, -2.31731], [-4.73088, 1.48759, 0.32354], [-5.69161, 2.89318, -0.08415], [-6.01999, -0.08729, 0.92701], [-7.64003, -0.24102, 0.27249], [-6.85371, -5.54803, -0.24952], [-2.86896, 0.92041, -0.04212], [2.78669, 0.35922, 1.26592], [1.48986, 0.73321, 2.48130], [1.77679, -1.67958, 1.97370], [0.14723, -1.11412, 1.60270], [0.41905, -1.43322, -0.41442], [11.06408, 1.99977, -3.50622], [11.96665, 1.66541, -2.81986], [13.09495, 2.39313, -2.62110], [13.87664, 1.72188, -1.63205], [13.37039, 0.30606, -1.73973], [13.40988, -0.32393, -0.54188], [12.01723, 0.48713, -2.12608], [13.67273, 2.15227, -0.65030], [14.93874, 1.81151, -1.84730], [13.88227, -0.30303, -2.48723], [-4.27482, 1.47698, 3.04832], [-5.31579, 1.24534, 3.56243], [-6.16315, 0.25774, 3.16593], [-7.23785, 0.20883, 4.11393], [-7.20635, 1.59775, 4.69976], [-7.59064, 1.60406, 5.99788], [-5.83050, 1.93119, 4.61931], [-7.02853, -0.55738, 4.86151], [-8.17996, -0.02293, 3.62261], [-7.79079, 2.33598, 4.14744], [-13.47981, -6.11390, -1.83818], [-12.76979, -5.20332, -2.09466], [-11.45407, -5.13298, -1.76667], [-10.91710, -3.94879, -2.36793], [-12.15121, -3.10249, -2.54699], [-12.06593, -2.31049, -3.64476], [-13.16283, -4.07299, -2.75261], [-10.45209, -4.20234, -3.32178], [-10.17716, -3.48658, -1.72575], [-12.40854, -2.48864, -1.68141], [2.32110, 2.16696, 3.94699], [1.35791, 2.16070, 4.63649], [0.57438, 1.07294, 4.84762], [-0.40379, 1.42493, 5.83071], [-0.45043, 2.92661, 5.70162], [-0.71963, 3.52558, 6.88817], [0.87633, 3.24141, 5.31161], [-0.05830, 1.11193, 6.81724], [-1.35859, 0.94993, 5.61884], [-1.14718, 3.29406, 4.94603]], "atomic_forces_ev_per_a": [[-0.2367, -0.4507, -0.8382], [-0.1964, 0.6355, 0.6244], [0.6800, -0.4642, -0.5026], [0.0452, -0.3720, 0.6251], [-0.1714, -0.1466, -0.4187], [1.1204, -0.4256, 1.1890], [-0.8483, 0.0117, -0.7563], [0.6687, 0.4534, -0.0008], [-0.6557, 0.5151, -0.6041], [1.2463, 0.2267, 0.4071], [-0.4935, -1.2143, 1.1504], [-0.9819, 0.8297, -1.1076], [-0.0505, -0.1604, -0.0428], [0.5422, -0.3002, 0.5585], [0.2105, 0.3504, -0.0777], [0.5746, -0.2850, 0.3028], [-0.0703, 0.8144, -0.7141], [0.4492, -0.0227, 0.6824], [-0.7967, -0.5000, -0.2079], [-0.7330, 0.4472, 1.1464], [0.3477, -0.1361, -0.6774], [0.6685, -0.0268, -0.0669], [0.0951, 0.6843, -1.3084], [0.1626, -0.3719, 0.7335], [-0.4452, 0.1019, -0.1395], [-0.1337, -0.5736, 0.8666], [0.4100, 0.5439, -0.3820], [-0.3405, -0.2518, -0.0165], [-0.0016, -0.5461, -0.7171], [0.1297, 0.3073, 0.5544], [0.1988, -0.1947, -0.2529], [0.0019, 0.1353, -0.1467], [-0.4071, -0.1034, -0.1711], [0.5904, 0.5246, -0.1810], [-0.1311, 0.0338, 0.1345], [-1.0704, -1.0911, -0.8699], [-0.1017, 0.3791, 0.2899], [0.4145, -0.2596, 0.2107], [0.1534, 0.0225, 0.1282], [0.1351, 0.1536, -0.1400], [0.0550, 0.0825, 0.5044], [-0.0700, -0.1571, 0.0436], [-0.1432, 0.0491, -0.0246], [-0.1141, 0.1701, 0.0139], [-0.1531, -0.0252, -0.1199], [-0.0025, 0.2360, 0.0034], [-0.1078, 0.2352, -0.0936], [-0.0462, -0.0896, -0.0802], [0.0079, 0.0999, -0.0628], [-0.3357, 0.3221, -0.1790], [-0.4426, -0.0526, -0.1662], [0.0337, -0.1284, 0.0337], [0.2874, 0.1262, 0.2118], [-0.1460, -0.0852, 0.0127], [0.0347, -0.1482, 0.2943], [0.0830, -0.1010, 0.1234], [-0.0213, -0.2518, -0.0942], [0.0981, -0.0267, 0.1171], [-0.2963, -0.1185, 0.1188], [-0.1658, 0.0778, 0.0340], [-0.0711, -0.1120, -0.0376], [-0.1451, -0.2655, -0.1017], [0.0426, -0.1013, 0.0592], [0.1757, -0.0760, -0.3206], [0.0814, 0.0678, 0.0130], [-0.1571, 0.3227, 0.3804], [0.1517, -0.0243, 0.0420], [0.0246, 0.3403, 0.2053], [0.3760, 0.0801, -0.2190], [0.0450, -0.1555, -0.2888], [0.1044, 0.1819, 0.2198], [-0.0987, 0.0554, -0.1790], [-0.0404, -0.0034, 0.0659], [-0.3519, 0.1785, -0.1286], [-0.0320, -0.2582, 0.0779], [0.3333, 0.2537, -0.0398], [-0.2635, -0.0513, 0.3681], [-0.0187, -0.1136, -0.0286], [0.5067, 0.1605, -0.2879], [-0.0780, -0.1662, 0.0477], [-0.0706, 0.0923, -0.1797], [0.0029, -0.1031, 0.1008], [0.0455, -0.0344, 0.0237], [0.2762, -0.0712, -0.0693], [-0.0923, 0.2940, 0.4005], [-0.2754, -0.3495, -0.2553], [0.1046, -0.0579, 0.4023], [0.0522, 0.0569, -0.0631], [-0.2163, -0.0150, -0.3708], [0.0280, 0.1441, 0.1266], [0.1230, 0.0152, -0.1877], [-0.0381, 0.0382, 0.1169], [0.0096, 0.0085, -0.0579], [-0.0755, -0.2908, -0.0218], [-0.1333, 0.2341, -0.1077], [0.2903, -0.0381, 0.1698], [-0.0780, -0.0590, -0.4597], [-0.0696, -0.0124, 0.0701], [0.1628, 0.0898, 0.4060], [-0.1319, 0.1034, -0.0809], [-0.0396, -0.1382, 0.1551], [-0.0162, 0.1059, -0.0936], [0.0510, 0.1302, 0.2432], [0.2660, 0.0023, -0.0297], [-0.0456, 0.2199, 0.1006], [-0.2493, -0.3589, -0.0255], [0.1517, 0.1516, 0.3143], [0.0410, 0.0249, -0.0803], [-0.2803, -0.1818, -0.2738], [0.0258, 0.1762, 0.0392], [0.1031, -0.0560, -0.2079], [-0.0412, 0.0771, 0.0937]]}